(1)
DFT (ωB97M-V/def2-TZVPD) results for C18H20MgN9OS2 as an isolated structure in a non-equilibrium geometry.

XYZ file:
```
51
C18H20MgN9OS2 ωB97M-V/def2-TZVPD
Mg -0.11154 0.17170 -0.14846
O 3.46127 1.16654 1.49024
C 2.51690 0.76276 0.81111
N 1.23072 1.09521 0.91168
C 0.85014 2.06850 1.90116
C -0.65689 2.10601 1.99212
C -1.30323 2.82950 2.98967
C -2.68424 2.82245 3.04380
C -3.39345 2.09439 2.09378
C -2.68378 1.40805 1.13204
N -1.34429 1.40881 1.07608
C 2.74460 -0.27863 -0.27106
C 4.01079 -0.81323 -0.45955
C 4.18739 -1.78626 -1.42859
C 3.09248 -2.19048 -2.18141
C 1.86597 -1.60033 -1.93468
N 1.68550 -0.66336 -1.00126
H 1.27885 1.85950 2.89124
H 1.22135 3.07099 1.64501
H -0.71896 3.38193 3.71371
H -3.20726 3.36887 3.81717
H -4.47330 2.06058 2.11130
H -3.19177 0.83016 0.36808
H 4.81641 -0.45057 0.16294
H 5.16136 -2.22500 -1.60024
H 3.18266 -2.95005 -2.94501
H 0.98898 -1.88446 -2.50752
N 1.23992 -1.42424 2.75546
C 0.64283 -2.13367 1.78087
N -0.18233 -1.62443 0.89948
C -0.66294 -2.59765 0.04270
C -0.20118 -3.84860 0.26530
S 0.88113 -3.85102 1.61003
C -1.56386 -2.16346 -1.01251
C -2.36570 -2.95542 -1.75708
S -3.26197 -2.00794 -2.88253
C -2.48949 -0.56864 -2.26266
N -1.62698 -0.80088 -1.29678
N -2.81957 0.63906 -2.74562
H 1.27904 -0.42589 2.61807
H 1.96132 -1.84475 3.31305
H -0.41846 -4.76124 -0.26390
H -2.49845 -4.02294 -1.70747
H -3.40579 0.68706 -3.55968
H -2.24333 1.45226 -2.50286
N -0.82327 2.76081 -1.82285
N 0.17825 1.73647 -1.77376
H -0.49880 3.58430 -2.31741
H -1.02761 3.03056 -0.86732
H 1.07552 2.11356 -1.47836
H 0.30505 1.36310 -2.70751
```

Computed properties:
- total energy (Eh) = -2262.4579
- HOMO (eV) = -10.75
- total charge = +1
- ΔE to the lowest compared entry with this formula, charge and spin (eV) = 0.000
- E_LUMO (eV) = -2.23
- HOMO-LUMO gap (eV) = 8.516

Atom charges from the Löwdin analysis, given in e for atoms 1 to 6: Mg 0.48; O 0.04; C -0.53; N -0.08; C -0.16; C -0.24

(2)
DFT (ωB97M-V/def2-TZVPD) results for a 7-piece molecular cluster, C11H36N4O7 overall in a non-equilibrium geometry.

XYZ file:
```
58
C11H36N4O7 ωB97M-V/def2-TZVPD
C -1.10300 23.84300 20.24500
C -1.04200 23.70900 21.78700
O -1.20200 22.31800 22.00800
H -0.11700 23.47700 19.86700
H -1.22500 24.84800 19.92200
H -1.87400 23.31000 19.72600
H -1.77900 24.16700 22.31200
H -0.08100 24.14800 22.09700
H -2.08600 22.22600 21.70000
C 1.78800 21.10700 19.86300
C 0.42800 20.54500 19.85600
O 0.10000 20.02500 21.13100
H 2.17700 21.37700 18.88600
H 2.43200 20.32700 20.19600
H 1.93700 22.00100 20.51500
H 0.41300 19.66200 19.10500
H -0.28600 21.31200 19.59500
H -0.48900 20.71500 21.53400
C 4.82200 22.62500 19.24100
C 5.77700 23.83800 19.04100
O 5.24600 24.98000 19.75600
H 3.89900 22.87500 18.72300
H 4.64500 22.46300 20.29800
H 5.31700 21.73600 18.91700
H 5.97600 24.04900 18.01500
H 6.71000 23.59100 19.44500
H 5.19400 24.77700 20.70500
C 2.11600 21.89400 23.28000
C 2.79500 23.21300 23.34100
O 3.58800 23.50500 22.27500
H 1.27600 21.93600 22.58500
H 1.61400 21.69200 24.21800
H 2.77400 21.07200 23.16000
H 3.38200 22.98900 24.17600
H 2.13300 23.94300 23.80600
H 4.40300 23.15600 22.33500
C 0.65700 26.46500 17.55000
O 0.67600 27.63900 18.30200
N 0.27100 26.36100 16.36100
N 1.15200 25.26300 17.96100
H -0.14100 27.20500 15.96500
H 0.23700 25.45200 15.82900
H 1.54600 25.25000 18.88100
H 0.84500 24.45100 17.54600
C 4.16500 26.56700 16.57500
O 5.40700 27.11200 16.44000
N 3.23400 26.62900 15.67200
N 3.84900 25.70300 17.48400
H 3.42900 27.42800 15.07800
H 2.26200 26.69200 15.99500
H 4.47200 25.63200 18.23700
H 2.85700 25.42300 17.56700
C 2.14200 26.15400 20.98800
O 2.08200 24.92200 20.33500
H 2.26600 26.18700 22.10500
H 1.38000 26.92100 20.75200
H 3.01600 26.69900 20.56800
H 2.59000 24.30700 20.88100
```

Computed properties:
- total energy (Eh) = -1186.2686
- structure (SMILES) = NC(N)=O.NC(N)=O.CCO.CCO.CCO.CCO.CO
- HOMO (eV) = -8.51
- ΔE to the lowest compared entry with this formula, charge and spin (eV) = 6.052
- E_LUMO (eV) = 0.20
- HOMO-LUMO gap (eV) = 8.716

Atom charges from the Löwdin analysis, given in e for atoms 1 to 6: C -0.07; C -0.24; O -0.09; H 0.06; H 0.06; H 0.07

(3)
DFT (ωB97M-V/def2-TZVPD) results for a 3-piece molecular cluster, C38H73F5N4O6 overall in a non-equilibrium geometry.

XYZ file:
```
126
C38H73F5N4O6 ωB97M-V/def2-TZVPD
C 1.84221 -6.30245 0.80675
C 1.92142 -4.91149 1.41053
C 2.02718 -3.67452 0.33855
C 2.02596 -2.17619 1.00260
C 2.79940 -2.10732 2.46548
O 0.70508 -1.53636 1.10319
C 0.62303 -0.33268 0.22252
C 0.41857 -0.86958 -1.32716
C 1.78580 -0.66668 -2.26656
N 2.36974 -2.04979 -2.45525
C 3.85116 -2.02890 -2.75997
O -0.76702 -0.30158 -2.00652
C -1.84885 -1.31284 -2.12832
C -1.56630 -2.42400 -3.33331
C -1.62171 -3.95935 -2.73126
C -2.98475 -4.78729 -3.11267
C -2.91117 -6.40774 -2.72348
F -4.16638 -7.00135 -3.30801
F -1.77067 -7.06248 -3.41889
C -2.97072 -6.68970 -1.10903
F -2.90595 -5.47459 -0.26036
F -4.27563 -7.35849 -0.77507
F -1.89470 -7.64723 -0.67624
O -3.12836 -0.64048 -2.42494
C -4.23297 -1.62413 -2.35017
C -5.67011 -0.98817 -1.86518
N -6.10118 -1.72891 -0.59528
C -7.38020 -1.13110 -0.05142
C -8.72931 -2.04985 -0.36999
C -9.28863 -2.84370 0.98424
O -9.80610 -1.07352 -0.73039
H 1.60576 -7.26440 1.43562
H 2.09393 -6.44516 -0.35121
H 1.95059 -4.76387 2.57652
H 3.08304 -3.79554 -0.20536
H 1.22360 -3.83847 -0.51043
H 2.67622 -1.49048 0.27376
H 3.01828 -0.96731 2.70267
H 3.83210 -2.64422 2.31180
H 2.14845 -2.54049 3.33826
H 1.56483 0.38315 0.34992
H -0.31445 0.35423 0.49444
H 0.23386 -2.03804 -1.23854
H 2.51499 0.01792 -1.65062
H 1.51890 -0.12151 -3.27445
H 1.82198 -2.63874 -3.12044
H 4.20867 -0.91459 -2.71749
H 4.38408 -2.63370 -1.88152
H 4.11540 -2.58880 -3.75437
H -1.92745 -1.82148 -1.05333
H -2.21900 -2.25286 -4.28933
H -0.43486 -2.23329 -3.66138
H -1.40544 -3.87213 -1.57739
H -0.71955 -4.53984 -3.25418
H -3.15111 -4.75826 -4.27871
H -3.96465 -4.38950 -2.60640
H -3.95348 -2.45984 -1.54562
H -4.36841 -2.21560 -3.37671
H -6.46942 -1.27664 -2.69336
H -5.65692 0.17309 -1.68793
H -6.34511 -2.71126 -0.89725
H -7.33778 -0.93442 1.11653
H -7.55509 -0.09194 -0.59999
H -8.59267 -2.76062 -1.29660
H -10.16754 -2.22089 1.49350
H -8.43504 -2.93895 1.78798
H -9.76493 -3.89854 0.72034
H -10.69255 -1.50497 -0.50248
C -3.56441 5.93652 -1.27844
C -2.06194 6.10525 -1.62250
C -1.89753 6.54595 -3.10157
C -2.12590 5.42023 -4.10156
C -1.25142 4.21474 -3.77129
C -1.42392 3.72028 -2.31101
N -1.32531 4.83554 -1.30385
O 0.03749 5.16411 -1.17210
C -2.78668 2.98856 -2.17398
C -0.38049 2.58304 -2.04665
C -1.63134 7.30958 -0.71720
H -4.09481 5.24438 -1.92694
H -3.69587 5.60282 -0.24211
H -4.09807 6.88948 -1.38186
H -0.88643 6.94543 -3.26007
H -2.58626 7.36973 -3.32939
H -3.18383 5.13838 -4.12147
H -1.88705 5.77649 -5.11122
H -1.48233 3.40392 -4.47401
H -0.20314 4.48519 -3.95478
H -3.05317 2.83636 -1.12185
H -2.75301 1.99543 -2.64080
H -3.60968 3.50001 -2.67372
H 0.65166 2.90705 -2.22548
H -0.54802 1.73083 -2.71813
H -0.45174 2.20944 -1.01926
H -1.70499 7.05223 0.34633
H -2.27761 8.17884 -0.88915
H -0.60821 7.64698 -0.91918
C 5.06349 3.15432 5.56017
C 5.21455 1.61435 5.46042
C 6.41227 1.13673 6.32428
C 7.76966 1.43304 5.70051
C 7.84523 0.88523 4.27882
C 6.68528 1.37875 3.37459
N 5.33423 1.21112 4.01841
O 4.99517 -0.15297 3.93573
C 6.92342 2.86676 2.99985
C 6.78495 0.64350 1.99568
C 3.90180 1.09187 6.13798
H 5.95676 3.70826 5.28424
H 4.23460 3.50978 4.93631
H 4.84645 3.45937 6.59142
H 6.34104 0.05324 6.49161
H 6.36902 1.59886 7.31898
H 7.96636 2.51017 5.71229
H 8.55795 0.97328 6.30928
H 8.81134 1.16556 3.83992
H 7.84201 -0.21169 4.32847
H 6.02264 3.31808 2.56851
H 7.71921 2.96507 2.24990
H 7.25665 3.48048 3.83707
H 6.75884 -0.44806 2.09630
H 7.73285 0.87585 1.49297
H 5.97479 0.94753 1.32383
H 3.01553 1.38005 5.55984
H 3.78703 1.51230 7.14442
H 3.89286 0.00273 6.26086
```

Computed properties:
- total energy (Eh) = -2660.8316
- multiplicity = 3
- HOMO (spin up / spin down) (eV) = -8.64 / -8.64
- expectation value of S² = 2.010
- E_LUMO (spin up / spin down) (eV) = 0.54 / -0.35
- HOMO-LUMO gap (spin up / spin down) (eV) = 9.186 / 8.296

Atom charges from the Löwdin analysis, given in e for atoms 1 to 6: C -0.05; C -0.13; C -0.16; C -0.35; C -0.07; O -0.19

Among the records above, which one has the highest total energy?
C11H36N4O7

Which of these has the lowest total energy?
C38H73F5N4O6

The highest total energy belongs to which entry?
C11H36N4O7